Entry 1:
Here is C12H19FNO7S2 as an isolated structure in a non-equilibrium geometry from OMol25. Energies are from ωB97M-V with the def2-TZVPD basis set.

The geometry in ORCA input format:
```
! wB97M-V def2-TZVPD RIJCOSX def2/J DEFGRID3
* xyz 1 1
O 0.592 -0.832 4.531
S 0.561 -0.103 3.298
O -0.497 -0.691 2.462
O 2.012 0.119 2.512
C 1.589 0.968 1.416
C 2.645 1.741 0.590
C 2.440 1.769 -0.866
C 3.302 2.478 -1.795
C 4.441 3.205 -1.246
C 4.691 3.186 0.204
C 3.791 2.467 1.124
C 0.436 1.909 1.995
S 0.576 3.740 1.891
O -0.679 4.242 2.424
O 0.734 4.231 0.541
F 1.788 4.314 2.809
O 0.227 1.531 3.374
H 1.112 0.232 0.710
H 1.563 1.208 -1.287
H 3.027 2.447 -2.873
H 5.148 3.772 -1.891
H 5.567 3.703 0.658
H 3.974 2.475 2.226
H -0.437 1.674 1.334
C -3.517 -1.716 -0.362
C -2.419 -1.706 -1.414
C -2.651 -2.707 -2.548
O -2.344 -4.019 -2.094
C -3.486 -4.817 -1.763
N -1.130 -2.092 -0.747
H -3.529 -2.645 0.212
H -3.379 -0.897 0.348
H -4.496 -1.590 -0.827
H -2.292 -0.695 -1.808
H -1.943 -2.490 -3.354
H -3.654 -2.627 -2.970
H -4.361 -4.559 -2.362
H -3.717 -4.708 -0.701
H -3.233 -5.860 -1.949
H -0.990 -1.651 0.167
H -0.321 -1.888 -1.340
H -1.138 -3.117 -0.628
*
```

HOMO = -0.44305 Eh
LUMO = -3.508 eV
HOMO-LUMO gap = 0.3142 hartree

Entry 2:
Here is an isolated ion of composition C12H19N2 and charge +1 from OMol25. Energies are from ωB97M-V with the def2-TZVPD basis set.

The geometry in ORCA input format:
```
! wB97M-V def2-TZVPD RIJCOSX def2/J DEFGRID3
* xyz 1 1
C 1.084 -1.247 1.631
C -0.001 -0.324 1.056
C -1.064 -0.100 2.131
C 0.650 0.960 0.594
C 0.975 2.080 1.332
C 1.596 3.145 0.693
C 1.893 3.090 -0.659
C 1.577 1.964 -1.406
C 0.953 0.912 -0.766
C 0.520 -0.413 -1.316
N -0.022 -0.375 -2.711
C -0.564 -0.891 -0.307
C -1.913 -0.243 -0.642
N -0.713 -2.320 -0.470
H 0.647 -2.178 1.987
H 1.558 -0.758 2.477
H 1.860 -1.469 0.902
H -1.649 -1.004 2.287
H -1.730 0.719 1.875
H -0.581 0.145 3.073
H 0.750 2.134 2.385
H 1.852 4.027 1.258
H 2.378 3.927 -1.136
H 1.823 1.926 -2.457
H 1.348 -1.130 -1.328
H -0.433 -1.299 -2.903
H 0.717 -0.165 -3.390
H -0.757 0.343 -2.767
H -2.628 -0.463 0.144
H -2.328 -0.658 -1.559
H -1.822 0.838 -0.717
H 0.094 -2.826 -0.123
H -1.527 -2.664 0.026
*
```

HOMO = -0.46049 Eh
LUMO = -3.185 eV
HOMO-LUMO gap = 0.3435 hartree
energy above the lowest of the compared OMol25 structures with the same formula, charge and spin = 0.00 kJ/mol
SMILES = CC1(C)c2ccccc2[C@H]([NH3+])[C@@]1(C)N

Entry 3:
Here is one molecule with the formula C12H19N3O3S2 in a non-equilibrium geometry from OMol25. Energies are from ωB97M-V with the def2-TZVPD basis set.

The geometry in ORCA input format:
```
! wB97M-V def2-TZVPD RIJCOSX def2/J DEFGRID3
* xyz 0 1
C 3.660 2.221 1.665
C 3.803 1.082 0.661
C 2.847 1.256 -0.512
S 3.327 0.260 -1.980
C 3.354 -1.434 -1.317
C 2.037 -1.802 -0.667
O 0.966 -1.747 -1.208
O 2.241 -2.203 0.584
C 1.087 -2.534 1.351
C 1.407 0.941 -0.149
O 1.060 0.563 0.949
N 0.526 1.133 -1.169
C -0.796 0.789 -1.076
N -1.630 0.928 -2.050
N -2.857 0.528 -1.739
C -2.989 0.087 -0.543
C -4.264 -0.389 0.059
C -5.309 -0.636 -1.025
C -4.758 0.645 1.076
S -1.489 0.133 0.382
H 2.651 2.244 2.066
H 3.874 3.179 1.195
H 4.355 2.078 2.488
H 3.587 0.136 1.161
H 4.826 1.053 0.279
H 2.897 2.281 -0.895
H 4.178 -1.543 -0.614
H 3.516 -2.061 -2.194
H 1.436 -3.139 2.184
H 0.373 -3.087 0.737
H 0.622 -1.614 1.710
H 0.857 1.368 -2.096
H -4.059 -1.326 0.590
H -4.951 -1.376 -1.735
H -6.234 -0.993 -0.577
H -5.507 0.284 -1.566
H -4.012 0.808 1.851
H -5.676 0.298 1.544
H -4.957 1.591 0.578
*
```

HOMO = -0.32314 Eh
LUMO = 0.489 eV
HOMO-LUMO gap = 0.3411 hartree
energy above the lowest of the compared OMol25 structures with the same formula, charge and spin = 16.16 kJ/mol
SMILES = CC[C@@H](SCC(=O)OC)C(=O)Nc1nnc(C(C)C)s1

Entry 4:
Here is a 2-piece molecular cluster, C12H19N4 overall in a non-equilibrium geometry from OMol25. Energies are from ωB97M-V with the def2-TZVPD basis set.

The geometry in ORCA input format:
```
! wB97M-V def2-TZVPD RIJCOSX def2/J DEFGRID3
* xyz 1 1
C 0.978 -2.020 -2.481
C 1.507 -1.079 -1.436
C 2.488 -0.145 -1.625
C 1.213 -1.034 -0.024
C 2.022 -0.039 0.559
C 0.528 -1.913 0.823
C 2.082 0.173 1.929
C 0.609 -1.746 2.178
C 1.325 -0.661 2.720
N 2.773 0.507 -0.453
H 0.422 -1.481 -3.255
H 0.361 -2.799 -2.036
H 2.990 0.063 -2.554
H 3.516 1.180 -0.353
H -0.005 -2.782 0.465
H 2.736 0.926 2.334
H 0.158 -2.476 2.829
H 1.249 -0.541 3.793
H 1.779 -2.539 -3.000
C -2.724 0.202 0.263
C -2.535 0.352 1.756
C -1.187 1.722 -0.907
N -1.529 0.516 -0.492
N -1.856 2.799 -0.475
N -0.064 1.865 -1.602
H -2.996 -0.828 0.083
H -3.580 0.758 -0.110
H -2.639 1.365 2.167
H -1.580 0.003 2.153
H -0.919 -0.262 -0.706
H -2.772 2.613 -0.071
H -1.847 3.663 -1.002
H 0.523 1.072 -1.836
H 0.258 2.734 -1.991
H -3.284 -0.168 2.360
*
```

HOMO = -0.40796 Eh
LUMO = -2.527 eV
HOMO-LUMO gap = 0.3151 hartree
energy above the lowest of the compared OMol25 structures with the same formula, charge and spin = 3.07 kJ/mol

Entry 5:
Here is C12H19N4O8PPtTe as an isolated structure in a non-equilibrium geometry from OMol25. Energies are from ωB97M-V with the def2-TZVPD basis set.

The geometry in ORCA input format:
```
! wB97M-V def2-TZVPD RIJCOSX def2/J DEFGRID3
* xyz 0 1
Pt -0.530 -0.878 -0.883
O -1.258 -0.227 -3.777
C -1.879 1.028 -3.603
C -3.105 0.799 -2.749
N -2.834 0.312 -1.385
C -3.734 -0.768 -0.990
C -3.116 -2.136 -1.315
O -3.838 -3.025 -1.688
O -1.834 -2.332 -1.055
C -2.702 1.398 -0.463
C -2.099 0.897 0.810
O -1.956 1.825 1.776
O -1.779 -0.263 0.952
H -0.446 -0.138 -4.284
H -2.209 1.425 -4.569
H -1.205 1.762 -3.139
H -3.705 0.049 -3.262
H -3.690 1.725 -2.689
H -4.695 -0.710 -1.500
H -3.909 -0.763 0.083
H -3.654 1.896 -0.210
H -2.030 2.159 -0.867
N 1.165 -1.032 -1.928
C 2.338 -1.025 -1.863
N 3.586 -1.022 -1.793
C 4.548 -0.622 -2.589
N 5.454 -0.307 -3.235
C 1.307 -2.849 1.583
C 1.229 -1.739 2.600
O 1.842 -0.532 2.072
P 1.143 0.757 1.563
O 0.685 0.767 0.158
Te -0.693 1.300 3.133
O 2.239 1.868 1.752
C 2.806 2.239 3.028
C 4.144 1.565 3.236
H 0.993 -3.780 2.055
H 2.329 -2.965 1.221
H 0.655 -2.657 0.728
H 1.794 -1.978 3.498
H 0.199 -1.535 2.889
H 2.110 1.994 3.837
H 2.900 3.321 2.997
H 4.057 0.488 3.104
H 4.506 1.773 4.243
H 4.872 1.938 2.518
*
```

HOMO (spin up / spin down) = -0.30193 / -0.30200 Eh
LUMO (spin up / spin down) = -1.426 / -1.426 eV
HOMO-LUMO gap (spin up / spin down) = 0.2495 / 0.2496 hartree
energy above the lowest of the compared OMol25 structures with the same formula, charge and spin = 231.45 kJ/mol

Entry 6:
Here is one molecule with the formula C12H19NO2S2 in a non-equilibrium geometry from OMol25. Energies are from ωB97M-V with the def2-TZVPD basis set.

The geometry in ORCA input format:
```
! wB97M-V def2-TZVPD RIJCOSX def2/J DEFGRID3
* xyz 0 1
C 4.086 -3.241 0.558
C 2.772 -3.900 0.516
C 1.732 -3.366 1.502
C 1.328 -2.037 1.195
H 1.569 -1.300 1.974
H 1.875 -1.676 0.435
S -0.427 -2.205 1.025
N -0.904 -0.706 0.356
S -0.338 -0.023 -0.980
O 1.077 -0.142 -1.028
O -1.338 -0.486 -2.071
C -0.673 1.612 -0.609
C 0.540 2.615 -0.024
C 0.002 3.810 0.360
C -1.111 4.371 0.121
C -2.195 3.492 -0.135
C -1.850 2.334 -0.515
H -2.696 1.582 -0.920
H -3.299 4.025 -0.483
C -1.530 5.733 0.685
H -1.443 6.367 -0.385
H -2.508 5.718 1.217
H -0.790 6.133 1.242
H 0.812 4.353 0.890
H 1.291 2.037 -0.191
C -0.432 -3.007 -0.788
H 0.477 -2.490 -1.338
H -0.224 -4.122 -0.647
H -1.351 -3.118 -1.098
H 2.378 -3.382 2.607
H 0.948 -4.200 1.625
H 2.441 -4.023 -0.562
H 2.972 -5.080 0.769
H 4.932 -3.689 -0.218
H 4.043 -2.245 0.246
H 4.430 -3.352 1.406
*
```

HOMO = -0.30159 Eh
LUMO = 0.086 eV
HOMO-LUMO gap = 0.3048 hartree
energy above the lowest of the compared OMol25 structures with the same formula, charge and spin = 1062.72 kJ/mol

Entry 7:
Here is one molecule with the formula C12H19NO3 from OMol25. Energies are from ωB97M-V with the def2-TZVPD basis set.

The geometry in ORCA input format:
```
! wB97M-V def2-TZVPD RIJCOSX def2/J DEFGRID3
* xyz 0 1
C -3.579 -2.254 0.105
C -3.652 -1.001 0.515
C -3.041 0.148 -0.249
N -1.599 0.059 -0.373
C -0.985 -0.648 -1.361
O -1.513 -1.181 -2.297
O 0.346 -0.648 -1.151
C 0.691 0.231 -0.074
C 1.214 1.546 -0.677
C 2.482 1.306 -1.493
C 3.565 0.679 -0.625
C 3.054 -0.639 -0.055
C 1.788 -0.420 0.770
C -0.675 0.458 0.675
C -0.867 -0.385 1.937
O -0.896 1.782 1.066
H -4.012 -3.063 0.669
H -3.081 -2.513 -0.814
H -4.160 -0.747 1.436
H -3.271 1.099 0.237
H -3.430 0.156 -1.271
H 0.448 1.972 -1.332
H 1.422 2.245 0.135
H 2.247 0.634 -2.320
H 2.826 2.255 -1.909
H 4.463 0.505 -1.219
H 3.824 1.359 0.190
H 2.824 -1.321 -0.874
H 3.816 -1.101 0.575
H 2.003 0.235 1.616
H 1.439 -1.381 1.147
H -0.803 -1.443 1.704
H -0.123 -0.114 2.679
H -1.850 -0.168 2.344
H -0.916 2.359 0.293
*
```

HOMO = -0.34820 Eh
LUMO = 0.660 eV
HOMO-LUMO gap = 0.3725 hartree
energy above the lowest of the compared OMol25 structures with the same formula, charge and spin = 4.57 kJ/mol
SMILES = C=CCN1C(=O)OC2(CCCCC2)[C@@]1(C)O

Entry 8:
Here is a 2-piece molecular cluster, C12H19NSi overall in a non-equilibrium geometry from OMol25. Energies are from ωB97M-V with the def2-TZVPD basis set.

The geometry in ORCA input format:
```
! wB97M-V def2-TZVPD RIJCOSX def2/J DEFGRID3
* xyz 0 1
C -0.432 2.469 1.518
C -1.064 1.859 0.247
Si -1.048 0.189 -0.277
C -0.453 -1.350 0.729
C -0.526 -2.644 -0.050
N -2.171 -0.266 -1.509
C -2.980 0.314 -2.431
C -3.364 -0.924 -1.650
H -0.853 2.086 2.409
H 0.653 2.209 1.481
H -0.607 3.692 1.584
H -1.456 2.492 -0.577
H 0.553 -1.087 0.970
H -0.923 -1.336 1.714
H -1.314 -2.635 -0.821
H 0.505 -2.850 -0.435
H -0.673 -3.483 0.579
H -2.661 0.233 -3.431
H -3.557 1.160 -2.105
H -4.271 -0.805 -0.953
H -3.339 -1.868 -2.237
C 4.930 0.850 1.128
C 4.113 -0.092 1.695
C 3.248 -0.859 1.026
C 3.064 -0.645 -0.396
C 3.853 0.263 -1.008
C 4.857 0.968 -0.303
H 5.720 1.541 1.632
H 4.218 -0.020 2.753
H 2.555 -1.582 1.504
H 2.307 -1.001 -0.835
H 3.842 0.016 -2.116
H 5.563 1.385 -0.903
*
```

HOMO = -0.26606 Eh
LUMO = 0.635 eV
HOMO-LUMO gap = 0.2894 hartree
energy above the lowest of the compared OMol25 structures with the same formula, charge and spin = 611.00 kJ/mol
SMILES = C/C=[Si](\CC)N1CC1.c1ccccc1

> Number 3 is which compound?

C12H19N3O3S2

> Which formula does entry 4 have?

C12H19N4